Version i
Formula: C9H14
Source: the Open Molecules 2025 dataset
Level of theory: the ωB97M-V functional and the def2-TZVPD basis

```
23
Properties=species:S:1:pos:R:3:lowdin_charge:R:1
H 0.95814 1.78603 1.95614 0.094
C -0.98490 -1.55104 1.53312 -0.056
H -3.68665 -1.11221 2.02892 0.075
C -0.91162 0.78647 2.23582 -0.053
C 2.11701 0.97689 -4.22040 -0.181
H -3.45531 0.45224 2.79997 0.067
H 1.42473 -0.61672 -2.83913 0.056
H 3.11034 0.55866 -4.34777 0.051
H 2.32099 2.05051 -4.12597 0.064
H 0.30895 0.72700 -3.18823 0.064
C 0.99647 -0.22678 1.19751 -0.106
H -1.43350 1.60011 2.72377 0.106
C 0.41817 0.88104 1.75813 -0.082
C 0.33091 -1.47670 1.16551 -0.092
H 1.64537 0.76676 -5.17678 0.057
C -3.00712 -0.52532 2.64112 -0.058
H 1.66949 0.98457 -2.10263 0.055
C -1.58258 -0.41134 2.12224 -0.283
H -2.91753 -0.93676 3.64884 0.082
H 0.87708 -2.32442 0.77442 0.099
H 2.00723 -0.37004 0.83172 0.097
H -1.55932 -2.47031 1.58322 0.110
C 1.35366 0.45137 -2.99951 -0.166
```

Results
lowest unoccupied orbital energy: 0.03828 Ha
SMILES string: Cc1ccccc1.CC
frontier orbital gap: 10.034 eV
charge: 0


Version ii
Formula: C9H14
Source: the Open Molecules 2025 dataset
Level of theory: the ωB97M-V functional and the def2-TZVPD basis

```
23
Properties=species:S:1:pos:R:3:lowdin_charge:R:1
H -0.25537 2.82233 -1.55172 0.065
H 0.97788 -2.12919 -2.62016 0.101
C 0.88779 -0.48143 1.72341 -0.042
H 1.96591 -0.96604 -0.76196 0.111
H 1.94439 -0.72436 1.75158 0.078
C 0.35966 2.66996 -0.66261 -0.158
H 0.69539 0.58849 1.72956 0.043
C 0.20667 -1.03711 0.48859 -0.281
H 1.31517 3.14704 -0.86182 0.061
C -0.91583 -2.43747 -1.65364 -0.098
H -1.67631 -1.48444 1.49347 0.109
C -0.20399 2.93107 0.71863 -0.166
C 0.40100 -2.02194 -1.70945 -0.089
C -1.65300 -2.20426 -0.49253 -0.093
C -1.07251 -1.58570 0.60215 -0.054
H 0.60965 3.27528 1.36820 0.069
H 0.56501 1.59969 -0.78246 0.042
H -1.46358 -2.81717 -2.50613 0.099
C 0.93614 -1.27962 -0.66176 -0.072
H -1.03598 3.62343 0.73342 0.061
H -2.59557 -2.71831 -0.34051 0.100
H -0.47205 2.06724 1.32523 0.035
H 0.47956 -0.83750 2.67053 0.080
```

Results
lowest unoccupied orbital energy: 0.03864 Ha
SMILES string: Cc1ccccc1.CC
frontier orbital gap: 10.070 eV
charge: 0


Version iii
Formula: C9H14
Source: the Open Molecules 2025 dataset
Level of theory: the ωB97M-V functional and the def2-TZVPD basis

```
23
Properties=species:S:1:pos:R:3:lowdin_charge:R:1
H -1.46993 1.45690 1.53852 0.056
H -1.54927 -1.69223 0.06909 0.111
H 1.22981 1.27091 2.96747 0.073
C 0.35172 0.87590 2.42181 -0.176
H -1.78889 1.11969 -0.42043 0.056
C -0.62680 -1.43924 -0.44711 -0.063
C -1.67330 0.63588 -1.41220 -0.064
H 0.05006 2.28406 0.84816 0.083
H 0.54155 -0.01342 1.85094 0.039
H -0.16047 0.41597 3.25608 0.053
H 2.67500 -0.59487 -2.06945 0.098
H 0.88987 0.75265 -2.55128 0.105
H -1.54970 1.49698 -2.08149 0.078
H 0.24013 -3.25742 0.29587 0.100
C 1.65202 -2.05984 -0.84945 -0.095
C -0.56387 -0.35221 -1.31795 -0.290
C 1.73675 -0.89237 -1.61254 -0.099
C 0.67204 -0.04436 -1.86963 -0.056
H -0.59279 2.80232 2.40198 0.053
H -2.58317 0.23247 -1.88835 0.086
C -0.51051 1.94093 1.76486 -0.164
H 2.57643 -2.62392 -0.69714 0.103
C 0.45333 -2.31476 -0.19777 -0.089
```

Results
lowest unoccupied orbital energy: 0.03960 Ha
SMILES string: Cc1ccccc1.CC
frontier orbital gap: 10.157 eV
charge: 0


Most stable: version i (next structure +0.0055 hartree)


Version i
Formula: C9H14
Source: the Open Molecules 2025 dataset
Level of theory: the ωB97M-V functional and the def2-TZVPD basis

```
23
Properties=species:S:1:pos:R:3:lowdin_charge:R:1
C 0.12960 -2.56365 2.33214 -0.181
H 0.75743 -0.09691 1.21798 0.047
H -1.77820 -3.36141 2.92398 0.060
C -0.60326 0.91750 -2.65242 -0.104
H 0.58731 -3.34573 2.93782 0.064
H 0.62983 -2.76368 1.37065 0.068
C 1.33814 2.06425 -1.06131 -0.050
H -1.90284 -1.76982 2.29735 0.060
H 1.77515 3.34296 -2.79948 0.098
C 1.20201 2.52088 -2.39934 -0.076
H -1.31866 0.57782 -3.39655 0.103
C -0.64940 0.66092 -1.31280 -0.044
H 2.15948 2.48748 -0.50249 0.103
C 0.26434 1.87029 -3.16750 -0.122
H 0.07765 2.24262 -4.17173 0.100
C 0.42350 1.17064 -0.52690 -0.262
C 0.39906 0.89618 0.95840 -0.054
H 1.00444 1.58552 1.53670 0.076
H 0.48130 -1.56927 2.58359 0.040
H -1.68914 -3.01874 1.16647 0.062
H -0.61947 0.90606 1.33842 0.079
H -1.31063 -0.04155 -0.83092 0.106
C -1.35764 -2.71238 2.15793 -0.174
```

Results
lowest unoccupied orbital energy: 0.03776 Ha
SMILES string: Cc1ccccc1.CC
frontier orbital gap: 9.992 eV
charge: 0


Version ii
Formula: C9H14
Source: the Open Molecules 2025 dataset
Level of theory: the ωB97M-V functional and the def2-TZVPD basis

```
23
Properties=species:S:1:pos:R:3:lowdin_charge:R:1
H 3.13738 -2.54339 -0.86273 0.043
C -1.38457 1.22652 0.66043 -0.264
H -0.77348 3.07205 1.76643 0.032
H -1.86082 1.98327 2.64887 0.080
C -1.53944 2.39432 1.67174 -0.050
H -0.54609 -1.60354 -2.03410 0.121
C -1.91074 -0.07954 0.80784 -0.023
H -0.22108 2.51958 -0.67165 0.125
H -2.33855 3.12993 1.41116 0.087
H 1.12175 -0.57336 0.46214 0.014
C -0.53550 1.44824 -0.43100 -0.047
H -2.62756 -0.21688 1.58832 0.093
H 0.41329 0.69788 -2.26249 0.089
C -1.59404 -1.04897 -0.21094 -0.085
C 2.08403 -1.03866 0.40292 -0.158
C -0.22425 0.44440 -1.45866 -0.084
H 1.43910 -2.11678 -1.26720 0.016
H 2.90760 -0.28522 0.60777 0.083
C -0.76919 -0.79763 -1.28529 -0.172
H 2.14762 -1.76301 1.22894 0.062
H 2.78005 -1.00920 -1.60384 0.083
H -2.08964 -2.03174 -0.26690 0.105
C 2.38411 -1.80825 -0.90178 -0.150
```

Results
lowest unoccupied orbital energy: 0.03788 Ha
SMILES string: Cc1ccccc1.CC
frontier orbital gap: 10.110 eV
charge: 0


Most stable: version i (next structure +0.0187 hartree)


Version i
Formula: C9H14
Source: the Open Molecules 2025 dataset
Level of theory: the ωB97M-V functional and the def2-TZVPD basis

```
23
Properties=species:S:1:pos:R:3:lowdin_charge:R:1
H 2.05115 -3.37145 0.35545 0.076
C -0.23573 1.76095 0.53199 -0.098
H -3.37000 0.43369 -0.18836 0.140
C -2.33054 0.60724 0.25697 -0.083
C -0.70189 -0.22561 1.82562 -0.099
H 2.91871 -1.56878 -2.06280 0.056
C 0.08743 0.84117 1.47506 -0.143
H 3.54048 -3.40599 -0.71730 0.034
H -0.49763 -0.81185 2.84537 0.148
H -2.39483 2.22666 -1.97746 0.099
C -1.90988 -0.31263 1.11511 -0.146
C 2.08828 -1.98720 -1.39516 -0.200
H 3.31571 -2.02795 0.49559 0.071
H 0.32951 2.65132 0.37059 0.103
H -1.07597 3.50755 -1.45962 0.135
C -1.50184 1.73460 0.00431 -0.266
H -2.66731 3.43815 -0.65876 0.017
H -2.58682 -1.14847 1.45105 0.120
H 1.06132 1.20073 1.97342 0.132
C -1.99223 2.76404 -1.03206 -0.061
H 1.62144 -0.95008 -0.90420 0.099
C 2.83398 -2.75614 -0.22990 -0.197
H 1.41666 -2.59995 -2.07492 0.064
```

Results
lowest unoccupied orbital energy: 0.03477 Ha
SMILES string: Cc1ccccc1.CC
frontier orbital gap: 10.005 eV
charge: 0


Version ii
Formula: C9H14
Source: the Open Molecules 2025 dataset
Level of theory: the ωB97M-V functional and the def2-TZVPD basis

```
23
Properties=species:S:1:pos:R:3:lowdin_charge:R:1
C -0.98797 1.90567 -1.09347 -0.068
H 2.28282 1.07515 -1.70431 0.070
H 0.43126 1.62137 2.42722 0.099
H 1.05110 0.63172 -2.80299 0.081
H -1.20995 2.27128 -2.09775 0.113
C 0.81304 1.38634 0.37971 -0.051
H 1.63821 -3.43642 1.01900 0.060
C -0.32080 -2.56361 0.54826 -0.180
H 0.00485 -1.77970 1.23670 0.057
C -1.87003 2.04715 -0.01969 -0.087
C -1.39215 1.91378 1.26833 -0.096
H -1.39213 -2.73729 0.59245 0.060
C 0.61768 -3.73121 0.80905 -0.171
H 1.29606 2.33131 -2.63584 0.084
C 1.31647 1.40090 -2.06806 -0.059
C 0.31974 1.49682 -0.96312 -0.285
H 0.59247 -4.49135 0.02399 0.061
H -0.28276 -2.16051 -0.47273 0.058
H -2.00056 2.01074 2.15552 0.098
H -2.91107 2.29554 -0.15681 0.098
H 0.18139 -4.21528 1.67534 0.057
H 1.84718 1.07455 0.43489 0.100
C -0.02484 1.65304 1.44432 -0.100
```

Results
lowest unoccupied orbital energy: 0.03501 Ha
SMILES string: Cc1ccccc1.CC
frontier orbital gap: 9.934 eV
charge: 0


Version iii
Formula: C9H14
Source: the Open Molecules 2025 dataset
Level of theory: the ωB97M-V functional and the def2-TZVPD basis

```
23
Properties=species:S:1:pos:R:3:lowdin_charge:R:1
H 0.40890 -3.28283 0.81302 0.072
C -2.92539 0.98930 -1.03852 -0.173
H 1.66635 -0.08908 2.21179 0.097
H -3.23753 1.05161 1.14349 0.062
C 0.68609 0.02713 -1.50089 -0.095
C 0.83288 -2.45373 1.38011 -0.053
C 1.16856 1.16453 -0.89287 -0.103
H -0.11799 -1.94664 -1.14209 0.106
H 0.53862 -0.10652 -2.55799 0.100
H -2.13000 1.06546 -1.77739 0.050
H 0.11915 -2.37554 2.20861 0.079
C 1.46263 1.15555 0.47037 -0.088
H -3.86949 1.43239 -1.34298 0.059
C -2.51824 1.33509 0.37884 -0.163
C 0.87998 -1.16441 0.58246 -0.286
H -3.11396 -0.09122 -1.10003 0.061
H -1.65720 0.75408 0.70004 0.045
H 1.37869 2.04093 -1.47797 0.097
H -2.31458 2.39492 0.43252 0.060
C 1.41376 -0.02195 1.19401 -0.053
H 1.83096 -2.62814 1.77442 0.080
C 0.43316 -1.11898 -0.72715 -0.056
H 1.80202 2.08218 0.91579 0.101
```

Results
lowest unoccupied orbital energy: 0.03755 Ha
SMILES string: Cc1ccccc1.CC
frontier orbital gap: 10.076 eV
charge: 0


Version iv
Formula: C9H14
Source: the Open Molecules 2025 dataset
Level of theory: the ωB97M-V functional and the def2-TZVPD basis

```
23
Properties=species:S:1:pos:R:3:lowdin_charge:R:1
H -3.34135 -1.08552 0.40619 0.100
C -0.48436 0.60404 -0.16318 -0.088
C -0.24934 -1.68422 -0.90593 -0.280
H -0.04792 1.57498 0.04002 0.075
H 1.64794 4.18517 0.79629 0.063
C 2.61185 2.20055 1.43832 -0.164
C -2.33662 -0.88615 0.05225 -0.092
C 1.60874 3.36698 1.50902 -0.168
H 1.13933 -2.45440 -2.36551 0.077
H 1.77021 3.69996 2.53879 0.064
H 1.25101 -3.15468 -0.72950 0.082
H 2.70116 1.69143 0.50089 0.038
C -1.57856 -1.88639 -0.53515 -0.060
H 3.58871 2.67321 1.57936 0.061
H 0.56110 3.04588 1.45342 0.039
C 0.25756 -0.39531 -0.77361 -0.055
C -1.77942 0.36190 0.28989 -0.092
H -2.00693 -2.86769 -0.69279 0.106
H -2.29474 1.15809 0.81308 0.100
H 2.46113 1.49831 2.25388 0.068
H 1.27226 -0.14896 -1.06302 0.106
C 0.57249 -2.79685 -1.50371 -0.052
H -0.04873 -3.63162 -1.82664 0.073
```

Results
lowest unoccupied orbital energy: 0.03821 Ha
SMILES string: Cc1ccccc1.CC
frontier orbital gap: 10.063 eV
charge: 0


Most stable: version iv (next structure +0.0030 hartree)